Computed, not measured: a cluster of 2 separate species, C20H27ClO7 in total, with wB97M-V/def2-TZVPD.

Last columns: bonded neighbours and bond lengths (Å).
Geometry (Å):
1 C 3.9237 -0.5758 2.7185  C2 1.549, H25 1.098, H26 1.097, H27 1.094
2 C 5.0947 -0.5906 1.7053  C1 1.549, C3 1.559, H28 1.104, H29 1.097
3 C 4.9023 -1.6851 0.6116  C2 1.559, Cl4 1.836, C5 1.510, H30 1.095
4 Cl 4.1553 -3.2082 1.3131  C3 1.836
5 C 4.1926 -1.2065 -0.6326  C3 1.510, C6 1.338, C23 1.464
6 C 4.2289 -1.9817 -1.7231  C5 1.338, C7 1.468, H31 1.091
7 C 3.5486 -1.6541 -2.9821  C6 1.468, O8 1.210, C9 1.481
8 O 3.7692 -2.2328 -4.0216  C7 1.210
9 C 2.5277 -0.5849 -2.8939  C7 1.481, C10 1.334, H32 1.089
10 C 2.4904 0.2174 -1.8288  C9 1.334, C11 1.516, C23 1.486
11 C 1.4623 1.3310 -1.7968  C10 1.516, C12 1.548, H33 1.099, H34 1.105
12 C 0.8671 1.6097 -0.3951  C11 1.548, C13 1.565, H35 1.094, H36 1.097
13 C -0.5530 2.2550 -0.5202  C12 1.565, C14 1.541, H37 1.101, H38 1.097
14 C -1.5847 1.2820 0.0822  C13 1.541, C15 1.544, H39 1.098, H40 1.099
15 C -3.0549 1.7013 -0.1371  C14 1.544, C16 1.558, H41 1.100, H42 1.099
16 C -3.9582 0.7288 0.6789  C15 1.558, C17 1.540, H43 1.098, H44 1.102
17 C -5.3488 0.5114 0.0528  C16 1.540, C18 1.555, H45 1.098, H46 1.095
18 C -6.1042 -0.5374 0.9171  C17 1.555, O19 1.448, H47 1.095, H48 1.099
19 O -6.8286 -1.4726 0.0814  C18 1.448, C20 1.359
20 C -6.2973 -2.7229 0.1092  O19 1.359, C21 1.523, O22 1.171
21 C -5.7380 -3.2264 -1.2149  C20 1.523, H49 1.097, H50 1.096, H51 1.091
22 O -6.2789 -3.3975 1.0667  C20 1.171
23 C 3.4592 0.0585 -0.7137  C5 1.464, C10 1.486, O24 1.198
24 O 3.6049 0.9875 0.0293  C23 1.198
25 H 4.1174 -1.3352 3.4872  C1 1.098
26 H 3.9092 0.3948 3.2292  C1 1.097
27 H 2.9559 -0.7372 2.2337  C1 1.094
28 H 5.9842 -0.8996 2.2806  C2 1.104
29 H 5.2975 0.4086 1.3013  C2 1.097
30 H 5.9035 -2.0025 0.3004  C3 1.095
31 H 4.7869 -2.9186 -1.7071  C6 1.091
32 H 1.8200 -0.4652 -3.7128  C9 1.089
33 H 1.8661 2.2455 -2.2538  C11 1.099
34 H 0.6337 1.0164 -2.4559  C11 1.105
35 H 0.8733 0.7127 0.2305  C12 1.094
36 H 1.4985 2.3769 0.0695  C12 1.097
37 H -0.7487 2.4792 -1.5798  C13 1.101
38 H -0.5850 3.2062 0.0260  C13 1.097
39 H -1.4478 0.2889 -0.3655  C14 1.098
40 H -1.4150 1.2751 1.1678  C14 1.099
41 H -3.3056 1.6420 -1.2068  C15 1.100
42 H -3.2640 2.7249 0.2026  C15 1.099
43 H -4.0175 1.0399 1.7298  C16 1.098
44 H -3.4277 -0.2371 0.6633  C16 1.102
45 H -5.9240 1.4465 0.0590  C17 1.098
46 H -5.2359 0.1301 -0.9673  C17 1.095
47 H -6.7270 -0.0686 1.6860  C18 1.095
48 H -5.3396 -1.1089 1.4609  C18 1.099
49 H -6.5546 -3.2587 -1.9463  C21 1.097
50 H -4.9310 -2.5685 -1.5584  C21 1.096
51 H -5.3196 -4.2257 -1.0872  C21 1.091
52 C 4.0509 3.2537 2.1042  O53 1.260, O54 1.294, O55 1.287
53 O 2.9764 3.3133 2.7597  C52 1.260
54 O 4.9637 2.3610 2.3124  C52 1.294
55 O 4.3537 4.0603 1.1488  C52 1.287

Properties
2S+1 ... 1
Orbital gap ... 1.7 eV
Charge ... -2
Largest force on an atom ... 2.7 eV/Å
Energy ... -1765.06037 Eh

These are the natural (NBO) partial charges, in e, on atoms 1 to 4:
1. C -0.63
2. C -0.44
3. C -0.17
4. Cl -0.13